# 1
The following is a quantum chemistry calculation of a cluster of 9 separate species, C23H60O9 in total, from OMol25.

Values from the calculation:
Multiplicity   1
Energy relative to the best compared isomer or geometry (same formula, charge and spin)   12.8 kcal/mol
Energy   -43249.387 eV
Highest occupied orbital energy   -9.382 eV
Net charge   0
Orbital gap   10.0 eV

Last column: Mulliken charge in e.
Positions of all 92 atoms, in Å:
1 C 5.869140 20.344454 10.044972  -0.764
2 C 4.881423 20.979378 11.023543  0.371
3 C 5.059350 22.457284 10.876136  -0.042
4 O 5.307250 22.529382 9.493634  -0.551
5 C 6.194661 21.448346 9.054933  -0.375
6 H 5.322839 19.517280 9.591720  0.309
7 H 6.748102 20.002099 10.591156  0.306
8 H 4.978823 20.719803 12.077696  0.494
9 H 3.886834 20.667980 10.704301  -0.534
10 H 5.950317 22.749341 11.431998  0.292
11 H 4.186290 23.038559 11.172749  -0.090
12 H 7.228373 21.762915 9.198414  0.274
13 H 6.021833 21.252977 7.996605  0.314
14 C 3.802736 26.319054 11.851063  0.344
15 C 3.799999 27.805961 11.577036  -0.433
16 C 5.082911 28.274894 12.290493  -0.581
17 O 5.254235 27.355336 13.375744  -0.502
18 C 4.498329 26.143187 13.192833  0.005
19 H 4.316636 25.792903 11.046590  0.151
20 H 2.837245 25.813468 11.869039  -0.313
21 H 2.967336 28.257859 12.116065  0.046
22 H 3.678814 28.024500 10.516068  0.368
23 H 5.104312 29.318537 12.604246  0.334
24 H 5.945209 28.058815 11.659738  0.288
25 H 3.640433 26.026435 13.855006  0.044
26 H 5.163123 25.279655 13.214753  0.207
27 O 2.747883 22.881459 8.453764  -0.783
28 H 2.296075 22.841226 9.296666  -0.012
29 H 3.610743 22.504474 8.625754  0.545
30 O 1.215990 23.196504 10.783638  1.600
31 H 1.342377 23.322216 11.724087  -0.351
32 H 0.265825 23.188776 10.668094  0.129
33 C -0.374274 25.978205 8.839878  -0.468
34 C 0.175370 26.533482 7.498474  0.328
35 C 1.675817 26.652281 7.537997  -1.152
36 O -0.232853 25.515031 6.640360  -0.481
37 H 0.162694 25.049257 9.031760  -0.311
38 H -1.445241 25.781565 8.889491  0.102
39 H -0.150585 26.621970 9.690551  0.425
40 H -0.354333 27.434114 7.188011  0.307
41 H 2.106514 27.007284 6.601742  0.428
42 H 2.236030 25.741639 7.750133  0.262
43 H 1.938131 27.383708 8.302392  0.208
44 H -0.034152 25.878935 5.774515  0.323
45 C 0.103016 22.089663 13.967246  -1.222
46 C 1.614755 22.214163 14.111393  0.415
47 C 2.287383 21.127174 13.319106  -0.793
48 O 1.990634 23.404321 13.553716  -0.361
49 H -0.464748 22.976623 14.248369  0.348
50 H -0.181787 21.270083 14.626999  0.469
51 H -0.184738 21.942289 12.926298  0.072
52 H 1.963548 22.197975 15.143953  0.570
53 H 1.972753 20.845601 12.314198  -0.311
54 H 2.000146 20.225178 13.859477  0.569
55 H 3.358763 21.322397 13.273036  0.116
56 H 1.490775 24.080570 14.016773  0.053
57 C -0.661759 26.042684 12.566270  -0.650
58 C 0.211147 26.788421 13.670929  1.060
59 C -0.587079 27.724274 14.570493  -1.545
60 O 1.003570 25.907621 14.425703  -0.709
61 H 0.085416 25.617092 11.896426  -0.228
62 H -1.286708 26.664632 11.925389  0.539
63 H -1.244547 25.194257 12.924921  0.265
64 H 0.881285 27.468699 13.145343  -0.398
65 H -0.127368 28.180200 15.447365  0.438
66 H -1.304976 27.101035 15.103699  0.391
67 H -1.097670 28.523756 14.033620  0.339
68 H 1.589406 26.479054 14.927541  0.307
69 C -3.646912 23.294699 10.797885  -1.470
70 C -2.822580 22.874866 9.610975  0.612
71 C -3.199720 23.626993 8.326892  -1.577
72 O -1.460346 23.048052 9.969222  -0.942
73 H -3.637000 22.453602 11.491102  0.335
74 H -4.696264 23.333656 10.505576  0.476
75 H -3.483108 24.322044 11.123206  0.236
76 H -2.904833 21.820764 9.346038  0.316
77 H -3.996069 23.049051 7.857943  0.459
78 H -2.380628 23.640732 7.607866  0.430
79 H -3.463214 24.668037 8.513650  0.319
80 H -0.958599 23.210771 9.167124  -0.049
81 C 0.393335 18.324931 11.228728  -1.321
82 C -0.134271 19.333218 10.140736  1.294
83 C 0.920863 19.585665 8.993305  -1.132
84 O -1.347680 18.836337 9.530789  -0.610
85 H 0.409733 17.304515 10.845882  0.401
86 H -0.334486 18.258735 12.037420  0.375
87 H 1.352898 18.620291 11.653101  0.236
88 H -0.310929 20.312764 10.585010  -0.360
89 H 1.724326 20.193342 9.409574  0.087
90 H 0.540224 20.135835 8.132775  0.347
91 H 1.359331 18.632150 8.698928  0.397
92 H -2.002421 18.789465 10.231305  0.347

Forces on the atoms, in the same order (eV/Å):
-0.2692 -0.7411 0.4968
-0.7120 -0.5174 0.9617
0.5044 -0.9983 -0.4692
0.5551 0.9692 -1.8956
-0.5614 1.0443 1.3409
0.5559 -0.2261 -0.1223
0.0599 -0.2248 -0.3152
0.2605 -0.5411 -0.1244
-0.2251 0.2871 0.1521
0.1029 0.4347 0.2083
0.0946 0.1675 -0.2953
0.1041 0.1776 -0.1709
-0.2218 0.0204 0.1955
0.2408 -1.2192 -0.9728
-0.3519 0.3643 0.8678
0.1801 -1.5526 -0.9780
-0.4254 0.0507 1.1766
-0.3805 0.9159 -1.1720
0.3742 0.0743 -0.0757
-0.2988 0.3712 0.0225
-0.2583 0.1643 -0.0897
0.3265 0.2028 0.0999
-0.1424 -0.2069 0.2899
0.1290 0.5430 -0.4419
0.5987 0.1374 1.0016
-0.0624 0.0544 0.2300
-0.3476 -0.0110 -0.7287
-0.3541 0.1539 0.4967
0.5479 0.0921 0.0917
0.2235 -0.0387 -0.3965
0.4416 0.1171 0.7137
-0.5362 -0.1055 0.0036
0.7258 0.7874 0.4165
-0.9031 -1.2289 2.0293
0.6596 0.7997 0.0693
-0.1607 -0.4861 -1.7646
0.0074 -0.0585 -0.0376
0.0512 0.1118 -0.5138
0.1324 0.2017 -0.0210
0.3068 0.5071 0.2891
-0.2199 0.2246 -0.2169
-0.5653 -0.3473 0.2327
0.1670 0.1251 0.0573
-0.0973 -0.5813 -0.5349
-0.1546 -0.3326 0.7166
-1.0805 -0.7133 -1.2144
0.1899 -1.2135 0.6985
0.8701 2.0580 -0.9116
0.2685 0.1863 0.4947
-0.5995 -0.1749 -0.3192
0.1625 -0.4916 -0.0251
-0.1822 -0.3820 0.2824
-0.4807 1.0638 -0.2194
0.8295 -0.4480 0.2554
-0.0253 -0.3833 0.3375
0.0743 0.8701 -0.0839
1.7101 -0.0832 0.7896
-1.1783 1.5994 -1.2470
-1.1847 -0.7923 0.8689
-0.1470 -0.6875 0.1095
-0.0176 -0.1990 -0.1694
0.0376 0.3830 0.4940
-0.0964 0.1916 0.4008
0.2671 -0.1804 -0.5836
1.0618 0.1278 -0.3999
-0.6776 -0.0220 -0.2815
-0.0365 -0.2090 -0.1593
0.2225 -0.1844 0.2449
-1.3485 -0.9263 -0.6831
0.2091 0.4723 -0.9992
0.3588 -0.2317 0.2064
0.6110 0.4048 0.2276
0.4008 0.7079 0.8447
-0.2165 -0.1579 -0.3218
0.7316 -0.3561 0.4443
-0.5091 -0.2699 0.4267
-0.2966 0.4381 -0.0221
0.1776 -0.0750 -0.0091
-0.2734 -0.0664 -0.0239
0.0622 -0.0412 -0.2990
-0.9450 0.6144 -0.6954
1.1167 -0.4913 -0.8990
-0.4930 -0.4784 1.3434
0.6781 0.2930 0.3322
0.4001 0.1024 -0.3677
-0.0421 0.2996 0.2451
0.0147 -0.0446 -0.1454
-0.2391 0.0419 0.2538
0.0660 0.0487 0.0621
-0.2766 -0.1932 0.1359
-0.1012 -0.0115 -0.2767
-0.1756 -0.0776 0.0348


# 2
The following is a quantum chemistry calculation of a structure of composition C23H61NO15, from OMol25.

Values from the calculation:
Multiplicity   1
Energy relative to the best compared isomer or geometry (same formula, charge and spin)   925.2 kcal/mol
Energy   -56998.701 eV
Highest occupied orbital energy   -6.612 eV
Net charge   0
Orbital gap   6.6 eV

Last column: Mulliken charge in e.
Positions of all 100 atoms, in Å:
1 C -24.418586 -0.819791 -4.965768  -1.785
2 C -24.071297 0.302597 -3.960385  1.437
3 C -23.687885 1.542678 -4.767356  -1.604
4 C -23.732776 2.875704 -3.896034  -1.929
5 C -25.011020 3.023006 -3.054986  -0.687
6 C -25.280602 1.753408 -2.094241  1.478
7 N -25.221976 0.565027 -3.033908  1.433
8 O -25.762404 -0.523084 -2.461933  -0.893
9 C -24.140192 1.843776 -1.106945  -1.662
10 C -26.761596 1.891402 -1.482723  -0.185
11 C -22.830738 -0.096793 -3.171697  -2.165
12 H -24.820207 -1.536085 -4.249020  0.451
13 H -23.533088 -1.185684 -5.485485  0.435
14 H -25.274255 -0.496645 -5.558650  0.075
15 H -22.601287 1.549645 -4.853052  0.590
16 H -24.110477 1.652373 -5.766093  0.884
17 H -23.623650 3.658933 -4.646194  0.804
18 H -22.804826 3.100173 -3.370088  0.667
19 H -25.892183 3.355947 -3.603439  1.520
20 H -24.731601 3.857452 -2.411770  0.111
21 H -23.574203 0.932627 -0.913135  0.442
22 H -23.271863 2.433086 -1.401593  0.169
23 H -24.670755 2.188753 -0.219483  0.452
24 H -27.612946 1.407170 -1.961074  -1.537
25 H -26.765829 1.686502 -0.412160  0.683
26 H -26.988714 2.957473 -1.485604  -0.192
27 H -22.123999 -0.635814 -3.802629  0.539
28 H -23.110428 -0.938718 -2.538413  0.375
29 H -22.290607 0.749239 -2.746742  0.347
30 H -26.550652 -0.726980 -2.970547  0.444
31 C -28.257511 3.368481 -1.669256  0.349
32 C -27.979811 3.576836 -3.153365  -0.280
33 O -28.157119 2.320399 -3.839451  -0.135
34 O -29.638035 3.228676 -1.538455  -0.460
35 H -27.764170 4.201268 -1.168084  0.222
36 H -27.904486 2.364004 -1.435820  0.601
37 H -26.952726 3.935513 -3.220840  -1.846
38 H -28.669392 4.294700 -3.597480  0.742
39 H -27.951823 2.621575 -4.727567  0.381
40 H -29.849088 2.408339 -1.990240  0.353
41 C -31.397320 2.371623 -3.809902  -1.474
42 C -31.173444 3.944592 -3.950187  0.005
43 O -32.435361 4.501255 -3.791026  -0.644
44 O -30.204894 1.848587 -3.423904  -0.756
45 H -31.804796 1.847752 -4.674554  0.495
46 H -32.092577 2.386316 -2.970561  0.545
47 H -30.554036 4.238905 -4.797414  0.636
48 H -30.685404 4.279513 -3.034921  0.273
49 H -32.409588 5.421616 -4.062804  0.405
50 H -29.600574 2.069634 -4.136312  0.343
51 C -28.416924 -0.530783 -3.522196  0.045
52 C -28.533042 -0.254341 -2.000545  -1.297
53 O -28.627417 1.147800 -1.961823  -0.282
54 O -27.115962 -0.337562 -4.028319  -0.551
55 H -29.000807 0.133035 -4.159798  -0.033
56 H -28.743808 -1.550143 -3.727510  0.464
57 H -27.628275 -0.726303 -1.617460  0.608
58 H -29.358801 -0.707012 -1.451639  0.643
59 H -28.273761 1.538677 -2.764157  -0.839
60 H -26.944654 -0.979633 -4.721142  0.519
61 C -28.962689 3.345734 -7.238844  -0.380
62 C -28.442636 2.857058 -5.828005  -0.876
63 O -29.381896 1.911480 -5.200132  -0.155
64 O -30.258614 3.903939 -7.154292  -0.615
65 H -29.008789 2.509940 -7.937006  0.332
66 H -28.259936 4.117633 -7.552570  0.350
67 H -28.272829 3.710607 -5.171708  1.254
68 H -27.504980 2.365938 -6.088213  1.000
69 H -29.328292 1.007081 -5.517619  0.463
70 H -30.927182 3.323126 -6.783789  0.391
71 C -31.466448 4.910127 -1.251215  -0.267
72 C -31.469980 3.732252 -0.232010  -1.025
73 O -31.493207 2.600681 -1.079166  -0.722
74 O -30.147045 5.234280 -1.711358  -0.682
75 H -31.654162 5.713259 -0.538583  0.522
76 H -32.202483 4.765397 -2.042037  0.254
77 H -32.381153 3.597370 0.350797  0.446
78 H -30.567410 3.590325 0.362401  0.237
79 H -30.733533 2.702384 -1.657233  1.334
80 H -29.694731 4.444420 -2.016554  -0.325
81 C -25.606596 3.477201 -6.449875  0.224
82 C -26.528141 4.561415 -6.007809  -1.041
83 O -27.049342 4.307547 -4.737888  -0.328
84 O -26.222569 2.194497 -6.540358  -0.785
85 H -24.840817 3.488401 -5.674268  -0.767
86 H -25.216933 3.780582 -7.421590  0.560
87 H -27.340653 4.602000 -6.733258  0.155
88 H -26.160531 5.585058 -6.079364  0.569
89 H -26.775433 4.991593 -4.122533  0.432
90 H -25.690986 1.435750 -6.288709  0.206
91 C -26.110960 5.838899 -1.608762  0.128
92 C -25.517795 5.854287 -0.165565  -0.560
93 O -24.588616 6.920454 -0.098508  -0.551
94 O -25.218220 5.350642 -2.529113  -0.636
95 H -26.386977 6.785874 -2.072607  0.440
96 H -26.898492 5.087959 -1.671807  -0.786
97 H -25.038493 4.966415 0.246786  0.241
98 H -26.388397 5.942791 0.484303  0.399
99 H -25.104438 7.706049 0.097378  0.354
100 H -24.383914 5.814819 -2.428746  0.481

Forces on the atoms, in the same order (eV/Å):
-0.5600 0.3597 2.0875
0.1856 0.6305 0.2203
1.4223 1.7042 2.1110
-1.2827 -0.7564 -1.5060
1.4663 -1.8387 1.3456
0.4843 -0.0946 -3.1739
0.5465 2.8375 -1.3058
3.8577 -2.3754 4.6763
0.2707 -0.7878 1.0429
16.5815 0.4942 1.1793
0.3282 -1.5031 -0.6276
0.1717 -0.8963 -0.5084
-0.3838 0.1053 -0.2118
0.3916 -0.0342 -0.6594
0.1176 -0.8461 -0.9633
0.0487 -0.1095 0.3452
-0.2965 0.4999 0.0593
-0.0155 -0.8764 0.6036
1.7894 -1.3947 -0.1708
-0.4743 -1.8703 0.0341
-0.9028 -0.6109 0.4098
-0.4668 0.8982 -0.0140
0.9535 0.2776 0.5165
7.3519 -0.5589 1.6608
0.0635 -0.3379 0.2662
7.2496 -1.4840 0.5036
0.3143 0.3764 -0.5712
-0.0518 0.5779 1.0045
-0.3108 -0.3011 0.4698
1.2168 -0.0045 0.2468
-6.4353 1.7576 -1.6275
-0.6587 -1.2242 4.4013
7.5830 3.4374 7.2055
5.6983 0.8948 1.8198
-1.5710 -0.6222 1.1400
-5.3110 4.3967 1.9031
-1.8336 -1.0356 2.4021
-0.2388 0.0662 0.7149
3.0046 -1.3154 2.0899
3.0414 -2.1101 -1.8932
-1.1099 2.6012 0.0465
0.0674 -2.2186 0.8823
-1.8144 0.9370 -2.2413
-5.9240 -2.1106 5.9895
-0.3138 0.2725 -0.3560
-0.3343 -0.6989 -0.4277
-0.5332 0.2770 -0.4371
0.1064 -0.8621 -1.6893
-0.1137 0.1584 -0.0141
-0.4478 0.1575 1.7183
-2.5127 -1.4586 -0.8387
-0.3384 -0.4465 -2.3366
-10.7040 -8.2141 2.4514
-3.0209 0.1273 -3.9868
-0.6626 -0.5414 1.2430
-0.0496 -0.2444 0.0108
0.1741 0.9063 0.9252
-0.3152 0.1361 -0.6444
-1.7299 -0.0782 -3.8020
-0.0906 -0.1369 -0.1343
-1.2354 -1.1753 1.6453
-5.8063 -0.1363 -7.5405
-0.8285 -0.3792 -13.8625
0.1985 1.1406 -0.4695
0.4559 -0.1258 -0.1805
-1.1477 -0.5177 -0.9409
-2.3919 -0.1014 -1.5857
-1.0744 -0.1373 0.6624
0.0334 0.1017 -0.6230
0.3447 -0.4516 0.1573
1.1798 0.8506 3.8545
-0.3470 -1.3279 -2.2709
-4.7983 -2.7770 1.5009
-1.1058 5.3636 0.2862
-0.6726 0.8823 -0.6596
0.1598 0.1310 0.8142
-0.0160 0.7760 0.1910
-0.1203 1.0061 0.5288
-5.2341 0.0119 1.4111
-0.9168 0.8181 0.2924
1.5987 0.3261 0.3526
-0.8097 0.9506 -1.7927
3.8968 4.4375 -3.9112
1.8338 -0.2024 -1.4762
0.0403 -0.3926 -0.7634
0.2721 -0.2032 -0.0739
0.5564 0.4988 0.8705
0.9291 -0.2789 0.0936
0.4880 0.6926 -0.3839
0.5775 0.3063 0.2532
-0.0322 -0.8006 1.1078
-1.3077 0.6570 -0.8611
0.0270 0.1000 0.4844
1.5747 2.1964 -1.4742
-0.8097 0.6106 1.3308
0.1718 1.3562 0.1661
0.1976 -0.3527 -0.9890
-0.0472 0.6498 0.3815
0.1943 0.2604 -0.0271
0.2931 0.3471 -0.0843


- Which value of multiplicity does entry 2 give?
  1